No. 1
{"formula": "C3H7O2", "method": "ωB97M-V/def2-TZVPD", "species": ["O", "O", "C", "C", "C", "H", "H", "H", "H", "H", "H", "H"], "positions_angstrom": [[-0.4069, -0.8945, 0.7618], [-1.7164, 1.0558, -0.2039], [-1.0508, 0.0306, -0.4937], [0.1695, 0.2988, -1.4520], [0.5205, -0.3970, 1.6622], [1.2541, -1.1161, 2.0732], [0.1063, 0.2159, 2.4728], [1.1391, 0.3186, 1.0677], [-1.6679, -0.7999, -0.8822], [0.2373, 1.3768, -1.6430], [0.2280, -0.3135, -2.3490], [1.1870, 0.2245, -1.0139]], "total_charge": -1, "de_lowest_kcal_mol": 57.93, "smiles": "CO[C@H](C)[O-]", "homo_lumo_gap_ev": 7.56, "e_homo_ev": -3.06}


No. 2
{"formula": "C3H7O2", "method": "ωB97M-V/def2-TZVPD", "species": ["O", "O", "C", "C", "C", "H", "H", "H", "H", "H", "H", "H"], "positions_angstrom": [[2.0102, 0.7149, -3.0162], [-1.9707, -1.3289, 2.0630], [-0.2715, 0.1354, 1.0046], [-1.2229, -0.3563, 2.1209], [1.1875, 0.5978, -1.9215], [0.2281, 1.2283, -1.9549], [0.0663, -0.7275, 0.3850], [0.7654, -0.4232, -1.7770], [-1.2091, 0.2592, 3.1111], [-0.7100, 0.8248, 0.2742], [0.6502, 0.5958, 1.3351], [1.7346, 0.8932, -0.9713]], "total_charge": -1, "de_lowest_kcal_mol": 70.67, "homo_lumo_gap_ev": 5.41, "e_homo_ev": -2.01}


No. 3
{"formula": "C3H7O2", "method": "ωB97M-V/def2-TZVPD", "species": ["O", "O", "C", "C", "C", "H", "H", "H", "H", "H", "H", "H"], "positions_angstrom": [[1.0852, 0.0797, -2.0540], [2.1588, 0.1054, -2.7179], [0.2940, -0.0076, 0.1939], [-0.4420, 1.2129, 0.5424], [-0.4425, -1.2515, 0.4471], [-1.0024, 1.2228, 1.4932], [-1.2627, -1.3538, -0.2869], [-1.0027, -1.3344, 1.3941], [1.3303, -0.0090, 0.2151], [-1.2622, 1.3728, -0.1813], [0.2728, -2.0656, 0.3980], [0.2734, 2.0283, 0.5562]], "multiplicity": 4, "homo_lumo_gap_ev": [8.44, 10.47], "e_homo_ev": [-7.30, -11.51]}